Arrangement i

Entry from the OMol25 dataset: a molecular structure, C34H37N3O9PRhSSe (ωB97M-V with the def2-TZVPD basis set).

Values from the calculation:
- spin multiplicity = 5
- E_HOMO (spin up / spin down) (eV) = 0.52 / -2.93
- orbital gap (spin up / spin down) (eV) = 3.70 / 6.77
- net charge = -2
- E_LUMO (spin up / spin down) (eV) = 4.221 / 3.842

Last column: Löwdin charge in e.
Element x y z (Å)
Rh 0.1360 -0.3908 0.0186  0.8359
O -1.6833 -7.0914 -1.5165  -0.0782
C -1.8589 -5.8994 -2.2941  -0.2178
C -1.1605 -4.6861 -1.7443  -0.2244
C -0.4379 -3.8201 -2.6150  -0.0538
C 0.0660 -2.6521 -2.1004  -0.1597
N -0.0374 -2.2832 -0.8192  -0.0491
C -0.6573 -3.1642 0.0671  -0.2075
C -1.2502 -4.3497 -0.4318  0.0149
C -0.6497 -2.7913 1.4275  -0.2218
C -1.1181 -3.5995 2.4846  0.0297
C -1.0422 -3.1609 3.7776  -0.2232
C -1.4896 -4.0218 4.9197  -0.2116
O -0.3983 -4.7700 5.4902  -0.0795
C -0.4777 -1.9031 4.0398  -0.0235
C -0.0414 -1.1469 2.9758  -0.1012
N -0.1109 -1.5664 1.7085  -0.0208
H -1.7855 -6.8553 -0.5902  0.0589
H -2.9255 -5.6831 -2.4042  0.1173
H -1.4685 -6.1270 -3.2843  0.1066
H -0.3030 -4.0576 -3.6634  0.0862
H 0.6097 -1.9735 -2.7434  0.0902
H -1.8067 -4.9708 0.2645  0.1037
H -1.5531 -4.5689 2.2700  0.1057
H -2.2234 -4.7557 4.5908  0.1109
H -1.9494 -3.3954 5.6868  0.1124
H 0.3652 -4.1829 5.4873  0.0755
H -0.4263 -1.4921 5.0415  0.1106
H 0.3674 -0.1588 3.1295  0.0758
N 0.3956 1.3131 1.2659  -0.4378
S 1.5296 2.1724 1.9846  0.9642
C 1.8453 1.8233 3.6121  -0.5161
C 3.1352 1.2820 3.9559  -0.1620
C 3.4278 0.9603 5.2527  -0.1673
C 2.4653 1.1481 6.3001  -0.1580
C 1.1961 1.6803 5.9560  -0.1597
C 0.8669 2.0173 4.6688  -0.1255
C 0.7764 3.7948 2.1407  -0.3762
C -0.5256 4.0375 1.7385  -0.0536
C -1.0442 5.3260 1.8802  -0.0714
C -0.2693 6.3472 2.4029  -0.1145
C 1.0364 6.0860 2.8089  -0.1058
C 1.5582 4.8079 2.6830  -0.0985
H -0.5688 1.4720 1.6000  -0.0323
H 3.8696 1.1145 3.1705  0.0807
H 4.4019 0.5425 5.4845  0.0722
H 2.6955 0.8804 7.3233  0.0528
H 0.4473 1.8103 6.7322  0.0831
H -0.1283 2.3847 4.4331  0.1039
H -1.1425 3.2287 1.3489  0.0629
H -2.0669 5.5192 1.5755  0.1030
H -0.6812 7.3447 2.5054  0.0869
H 1.6440 6.8764 3.2352  0.0890
H 2.5622 4.5777 3.0263  0.1086
C -0.7697 0.4166 -4.4022  -0.0979
O -0.7437 0.0185 -3.0325  -0.3491
P 0.1550 0.7636 -1.9249  0.8268
O 1.6207 0.8390 -2.6574  -0.3561
C 2.7612 0.2014 -2.0815  -0.1468
O -1.6043 2.7000 -2.6869  -0.1638
C -2.7220 2.0642 -1.9806  -0.0375
H -1.4756 1.2320 -4.5428  0.0804
H -1.0909 -0.4518 -4.9748  0.0858
H 0.2181 0.7266 -4.7425  0.0805
H 3.1693 -0.5101 -2.8004  0.0787
H 2.5124 -0.3310 -1.1651  0.0466
H 3.5169 0.9553 -1.8581  0.0763
H -2.8496 2.5149 -0.9976  0.0764
H -2.5686 0.9930 -1.8478  0.0463
H -3.5970 2.2334 -2.6008  0.0918
C -0.3666 2.4893 -2.2134  -0.2787
C 0.4005 3.6643 -1.9226  -0.1815
C -0.1349 4.9308 -2.2401  -0.0223
C 0.5771 6.0877 -1.9820  -0.1000
C 1.8398 6.0261 -1.3999  -0.1072
C 2.3758 4.7843 -1.0681  -0.0902
C 1.6756 3.6217 -1.3237  -0.0461
H -1.1220 4.9757 -2.6792  0.1095
H 0.1366 7.0517 -2.2160  0.0926
H 2.3856 6.9353 -1.1763  0.0890
H 3.3376 4.7241 -0.5718  0.1016
H 2.0881 2.6755 -1.0021  0.0797
O -3.2356 -0.6665 2.1898  -0.5015
Se -3.0812 0.3190 0.8980  0.7618
O -4.4763 0.6645 0.1159  -0.5185
O -2.0901 -0.4562 -0.2358  -0.5715
O -2.2851 1.7160 1.3046  -0.5463

=====

Arrangement ii

Entry from the OMol25 dataset: a molecular structure, C34H37N3O9PRhSSe (ωB97M-V with the def2-TZVPD basis set).

Values from the calculation:
- spin multiplicity = 5
- E_HOMO (spin up / spin down) (eV) = 0.49 / -2.71
- orbital gap (spin up / spin down) (eV) = 3.42 / 6.62
- net charge = -2
- E_LUMO (spin up / spin down) (eV) = 3.913 / 3.906

Last column: Löwdin charge in e.
Element x y z (Å)
Rh 0.7080 -0.5282 -1.4020  1.0418
O 1.7849 6.4323 -0.7131  -0.0749
C 1.1080 5.8338 -1.8108  -0.2251
C 1.1047 4.3314 -1.7083  -0.2221
C 0.3827 3.5976 -2.6739  -0.0413
C 0.3976 2.2241 -2.5886  -0.1390
N 1.0383 1.5548 -1.6331  -0.0307
C 1.7576 2.2360 -0.6874  -0.2266
C 1.7900 3.6602 -0.7387  0.0151
C 2.4252 1.4813 0.3132  -0.2155
C 3.1612 2.0881 1.3703  0.0143
C 3.8787 1.3316 2.2521  -0.2501
C 4.7035 1.9589 3.3351  -0.2286
O 6.0896 2.0529 2.9749  -0.0839
C 3.8915 -0.0756 2.0759  -0.0608
C 3.1158 -0.6023 1.0610  -0.1642
N 2.3654 0.1034 0.2304  0.0623
H 1.7712 7.3850 -0.8456  0.0758
H 1.5935 6.1224 -2.7559  0.1224
H 0.0672 6.1872 -1.8507  0.1196
H -0.1605 4.0850 -3.4710  0.0984
H -0.1178 1.6044 -3.3132  0.0894
H 2.3605 4.2187 -0.0172  0.0939
H 3.1536 3.1613 1.4873  0.1010
H 4.6296 1.3643 4.2566  0.1080
H 4.3556 2.9726 3.5492  0.1078
H 6.2031 1.4875 2.2036  0.0749
H 4.4605 -0.7237 2.7281  0.0915
H 3.0985 -1.6757 0.9106  0.0827
N -1.0410 0.1449 -0.4353  -0.3889
S -1.8997 -0.1356 0.8933  1.0013
C -3.5533 0.2435 0.6386  -0.4562
C -4.5247 -0.7724 0.8846  -0.1480
C -5.8536 -0.4620 0.9393  -0.1585
C -6.3075 0.8714 0.7803  -0.1634
C -5.3476 1.8767 0.5740  -0.1588
C -4.0074 1.5998 0.5073  -0.1296
C -1.4069 1.1562 2.0453  -0.3733
C -0.7260 2.2824 1.6083  -0.0806
C -0.3666 3.2648 2.5170  -0.0787
C -0.6806 3.1211 3.8621  -0.1077
C -1.3738 1.9929 4.2944  -0.1068
C -1.7427 1.0151 3.3895  -0.0933
H -1.5586 0.7397 -1.0788  0.0277
H -4.1968 -1.7940 0.9973  0.0770
H -6.5717 -1.2597 1.0933  0.0783
H -7.3608 1.1091 0.8160  0.0577
H -5.6710 2.9050 0.4519  0.0828
H -3.2964 2.3979 0.3375  0.0890
H -0.4699 2.3624 0.5629  0.0871
H 0.1723 4.1361 2.1673  0.1002
H -0.3868 3.8820 4.5738  0.0874
H -1.6295 1.8803 5.3412  0.0905
H -2.2992 0.1444 3.7128  0.1052
C 0.5289 -5.4463 -1.9121  -0.1000
O 0.9168 -5.0656 -0.5902  -0.2376
P 1.2338 -3.5335 -0.2388  0.6205
O 1.2052 -3.6446 1.3570  -0.2341
C 0.5419 -2.6685 2.1740  -0.1027
O 2.7850 -3.3714 -0.4768  -0.2547
C 3.3246 -3.5142 -1.8040  -0.0648
H 1.1634 -6.2829 -2.2085  0.0831
H 0.6466 -4.6231 -2.6185  0.0922
H -0.5175 -5.7495 -1.8931  0.0865
H -0.2100 -3.1896 2.7681  0.0854
H 0.0656 -1.9070 1.5589  0.0360
H 1.2785 -2.2004 2.8229  0.0824
H 4.3969 -3.3700 -1.6948  0.0906
H 2.9007 -2.7595 -2.4685  0.0497
H 3.1277 -4.5247 -2.1684  0.0774
C 0.2151 -2.4165 -1.0141  -0.3239
C -1.1820 -2.9026 -1.1231  -0.3237
C -1.7967 -3.6981 -0.1467  -0.0857
C -3.0679 -4.2197 -0.3298  -0.1171
C -3.7794 -3.9350 -1.4855  -0.1201
C -3.2020 -3.1129 -2.4460  -0.0811
C -1.9277 -2.6037 -2.2740  -0.0338
H -1.2699 -3.9296 0.7734  0.0901
H -3.5112 -4.8329 0.4482  0.0927
H -4.7794 -4.3275 -1.6256  0.0862
H -3.7525 -2.8632 -3.3437  0.0965
H -1.4700 -1.9744 -3.0264  0.0733
O 1.8859 0.5566 -5.0719  -0.5072
Se 1.4249 -0.7820 -4.2847  0.7373
O -0.1486 -0.6541 -3.7774  -0.5504
O 2.2398 -0.8668 -2.7973  -0.5971
O 1.7159 -2.1582 -5.0955  -0.5224

=====

So which one wins? Going from most stable to least: arrangement ii, arrangement i.

=====

Arrangement i

Entry from the OMol25 dataset: 2 unconnected molecules or ions with the total composition C2H7S3 (ωB97M-V with the def2-TZVPD basis set).

Values from the calculation:
- E_HOMO (eV) = -2.07
- orbital gap (eV) = 4.97
- net charge = -1
- E_LUMO (eV) = 2.902

Last column: Löwdin charge in e.
Element x y z (Å)
C 2.2320 -1.4011 1.2258  -0.4991
S 2.0672 -3.1394 0.7123  0.5911
H 1.2792 -1.1186 1.6652  -0.0019
H 2.4210 -0.7504 0.3830  0.0182
H 2.9696 -1.3795 2.0215  0.0195
C -0.1291 0.6518 0.2375  -0.5515
S -0.9909 2.2555 -0.1730  0.0293
S -2.4906 1.5852 -1.4580  -0.3958
H -0.6735 -0.0754 -0.3568  -0.0233
H 0.8215 0.8344 -0.2616  -0.0173
H 0.0920 0.5815 1.2928  -0.0064
H 1.1127 -2.9371 -0.2051  -0.1630

=====

Arrangement ii

Entry from the OMol25 dataset: 2 unconnected molecules or ions with the total composition C2H7S3 (ωB97M-V with the def2-TZVPD basis set).

Values from the calculation:
- E_HOMO (eV) = -2.28
- orbital gap (eV) = 5.37
- net charge = -1
- E_LUMO (eV) = 3.083

Last column: Löwdin charge in e.
Element x y z (Å)
C -0.2699 -1.2982 1.8564  -0.4973
S -1.9606 -1.9474 1.7173  0.5722
H 0.0019 -0.7788 0.9421  -0.0434
H -0.3024 -0.6252 2.7056  0.0131
H 0.4207 -2.1158 2.0172  0.0153
C 0.7156 1.9358 -1.2043  -0.6159
S -0.1181 0.4073 -1.5461  0.0907
S 0.5360 0.0625 -3.5551  -0.3703
H 1.1728 1.9909 -0.2092  0.0062
H 0.0677 2.8087 -1.3165  0.0076
H 1.5542 2.0197 -1.8929  -0.0194
H -1.8177 -2.4594 0.4853  -0.1588

=====

So which one wins? Going from most stable to least: arrangement ii, arrangement i.